[1]
This record from the OMol25 dataset describes C6H14O as an isolated structure at a distorted geometry. The level of theory is ωB97M-V/def2-TZVPD.

Each line ends with the Löwdin charge.
Positions of all 21 atoms, in Å:
C: 2.2315 -1.9138 -1.0033  -0.13
C: 1.2771 -1.4704 0.1036  -0.28
C: 1.0514 0.0429 0.1032  -0.25
C: 0.0700 0.5047 1.1643  -0.24
C: -0.6068 1.7286 1.0716  -0.01
O: -2.2962 0.9143 0.6630  -0.26
C: -2.7409 1.0291 -0.6736  -0.17
H: 2.4378 -2.9886 -0.9581  0.07
H: 3.1901 -1.3857 -0.9274  0.07
H: 1.8122 -1.6960 -1.9931  0.07
H: 0.3117 -1.9824 -0.0030  0.11
H: 1.6793 -1.7743 1.0808  0.11
H: 2.0331 0.5259 0.2374  0.11
H: 0.6980 0.3525 -0.8908  0.11
H: 0.2777 0.1518 2.1741  0.11
H: -1.3331 0.1775 0.8436  0.15
H: -0.9696 2.2448 1.9549  0.10
H: -0.5246 2.3529 0.1832  0.10
H: -3.0700 2.0585 -0.8801  0.08
H: -3.5895 0.3570 -0.8627  0.08
H: -1.9393 0.7708 -1.3877  0.08

Values from the calculation:
Net charge ... 0
F_max ... 0.0234 hartree/bohr
HOMO ... -8.18 eV
ΔE to the lowest compared entry with this formula, charge and spin ... 3.768 eV
HOMO-LUMO gap ... 9.18 eV

=====

[2]
This record from the OMol25 dataset describes one molecule with the formula C6H14O. The level of theory is ωB97M-V/def2-TZVPD.

Each line ends with the Löwdin charge.
Positions of all 21 atoms, in Å:
C: 2.3681 1.1096 0.0621  -0.08
C: 0.8598 0.9116 -0.1400  -0.44
C: 0.0529 1.3927 1.0649  -0.08
C: 0.4118 -0.5305 -0.3664  -0.15
C: -1.1180 -0.6648 -0.6989  -0.39
C: -1.5955 -2.0722 -0.4223  -0.07
O: -2.1369 0.2259 -0.1501  -0.10
H: 2.5698 2.1656 0.2838  0.07
H: 2.9613 0.8456 -0.8230  0.07
H: 2.7498 0.5240 0.9089  0.08
H: 0.5733 1.4857 -1.0340  0.14
H: 0.2246 2.4398 1.3084  0.08
H: 0.3027 0.7628 1.9306  0.09
H: -1.0103 1.2641 0.8441  0.05
H: 0.7066 -1.1397 0.5049  0.12
H: 0.9447 -0.9869 -1.2213  0.12
H: -1.1939 -0.3915 -1.7526  0.14
H: -1.5858 -2.2315 0.6658  0.09
H: -0.9617 -2.8390 -0.8741  0.08
H: -2.6219 -2.1714 -0.7811  0.08
H: -2.5012 -0.0998 0.6904  0.10

Values from the calculation:
Net charge ... 0
F_max ... 0.0166 hartree/bohr
HOMO ... -9.77 eV
ΔE to the lowest compared entry with this formula, charge and spin ... 0.796 eV
HOMO-LUMO gap ... 10.78 eV
SMILES string ... CC(C)C[C@@H](C)O

=====

[3]
This record from the OMol25 dataset describes a 2-piece molecular cluster, C6H14O overall at a distorted geometry. The level of theory is ωB97M-V/def2-TZVPD.

Each line ends with the Löwdin charge.
Positions of all 21 atoms, in Å:
C: -1.9642 -1.6315 0.5159  -0.08
C: -0.7823 -0.7157 1.0131  -0.23
C: -0.3848 0.3257 0.0141  -0.19
C: 1.0131 -0.1020 -0.4947  0.05
C: 2.0393 0.6681 -0.1954  -0.02
C: 3.4691 0.2836 -0.3457  -0.01
H: -2.8766 -1.5004 1.2157  0.11
H: -1.8874 -2.7758 0.6636  0.10
H: -2.1649 -1.4457 -0.5051  0.04
H: 0.1094 -1.2859 1.3618  0.11
H: -1.0657 -0.2145 2.0056  0.15
H: -0.4488 1.2681 0.4206  0.08
H: -0.9695 0.3713 -0.9966  0.16
H: 1.1706 -0.9341 -1.1405  0.15
H: 1.8070 1.6962 0.2132  0.17
H: 4.2410 0.9098 0.0699  0.09
H: 3.5323 0.0743 -1.4912  0.16
H: 3.6367 -0.6948 0.1602  0.12
H: -2.2892 2.4272 -0.8241  0.02
H: -3.3187 1.4745 -1.1933  0.02
O: -2.8665 1.8014 -0.4672  0.02

Values from the calculation:
Net charge ... +1
F_max ... 0.1193 hartree/bohr
2S+1 ... 2
HOMO (spin up / spin down) ... -14.73 / -14.66 eV
ΔE to the lowest compared entry with this formula, charge and spin ... 1.863 eV
HOMO-LUMO gap (spin up / spin down) ... 10.58 / 6.29 eV

=====

[4]
This record from the OMol25 dataset describes a 3-piece molecular cluster, C6H14O2 overall at a distorted geometry. The level of theory is ωB97M-V/def2-TZVPD.

Each line ends with the Löwdin charge.
Positions of all 22 atoms, in Å:
C: 1.0323 -0.9865 1.7089  0.02
C: 0.1332 0.0095 1.5428  -0.17
C: -0.8902 0.2352 0.4941  -0.33
C: -1.8531 1.3581 0.7328  -0.04
C: -0.9042 -0.5942 -0.5319  -0.11
C: -1.9003 -0.5852 -1.6577  -0.08
H: 1.2710 -1.7320 0.9661  0.05
H: 1.7688 -0.8468 2.4892  0.06
H: 0.0192 0.4848 2.5126  0.10
H: -2.7934 0.9662 1.1297  0.09
H: -2.0965 1.9116 -0.1694  0.07
H: -1.4468 2.0318 1.4866  0.07
H: -0.1067 -1.3174 -0.6484  0.10
H: -2.8510 -1.0515 -1.4128  0.08
H: -1.4878 -1.0636 -2.5493  0.07
H: -2.0995 0.4567 -1.9381  0.07
O: 1.9859 1.3886 -0.4733  -0.06
H: 1.4068 0.7526 -0.0195  -0.01
H: 2.3326 1.9033 0.2637  0.06
O: 3.0084 -1.3639 -1.0694  -0.07
H: 2.7300 -1.5041 -1.9818  0.04
H: 2.7411 -0.4534 -0.8749  -0.01

Values from the calculation:
Net charge ... 0
F_max ... 0.0418 hartree/bohr
HOMO ... -8.74 eV
ΔE to the lowest compared entry with this formula, charge and spin ... 1.917 eV
HOMO-LUMO gap ... 9.40 eV
SMILES string ... C=C/C(C)=C/C.O.O

=====

[5]
This record from the OMol25 dataset describes a 2-piece molecular cluster, C6H14O2 overall at a distorted geometry. The level of theory is ωB97M-V/def2-TZVPD.

Each line ends with the Löwdin charge.
Positions of all 22 atoms, in Å:
C: -1.3672 -1.1334 1.3749  0.03
C: -1.0431 0.0789 0.9935  -0.42
C: -2.0291 1.2012 0.9575  -0.10
C: 0.3125 0.4653 0.4549  -0.15
C: 0.1073 1.1839 -0.8960  -0.18
C: 0.1437 0.1755 -2.0449  -0.29
O: 1.4727 -0.0666 -2.3407  -0.03
H: -0.5848 -1.9712 1.3817  0.09
H: -2.3280 -1.2478 1.8933  0.06
H: -2.9391 0.8295 1.5158  0.08
H: -1.8082 2.0223 1.6712  0.09
H: -2.3729 1.5614 -0.1853  0.14
H: 0.8503 1.2250 1.1096  0.14
H: 0.8656 -0.4315 0.3957  0.07
H: -0.8930 1.7290 -0.9307  0.09
H: 0.8043 1.8701 -1.1451  0.07
H: -0.3433 0.4767 -2.9913  0.12
H: -0.4282 -0.6560 -1.6949  0.11
H: 1.6790 -0.8496 -1.8613  0.06
O: 3.1940 -2.2079 0.4472  -0.03
H: 3.0345 -2.8184 1.1102  -0.01
H: 3.6729 -1.4363 0.7849  0.05

Values from the calculation:
Net charge ... 0
F_max ... 0.0744 hartree/bohr
HOMO ... -9.46 eV
ΔE to the lowest compared entry with this formula, charge and spin ... 2.780 eV
HOMO-LUMO gap ... 10.11 eV
SMILES string ... C=C(C)CCCO.O

=====

[6]
This record from the OMol25 dataset describes a 2-piece molecular cluster, C6H14O2 overall at a distorted geometry. The level of theory is ωB97M-V/def2-TZVPD.

Each line ends with the Löwdin charge.
Positions of all 22 atoms, in Å:
C: -1.5988 -0.1381 1.8678  -0.14
C: -1.6300 -0.8808 0.5562  -0.24
C: -0.2365 -1.6022 0.2705  -0.24
C: 0.0949 -1.6999 -1.2050  -0.22
C: 0.9634 -0.4390 -1.5713  -0.15
C: 2.3908 -0.6384 -0.9898  -0.20
O: 3.1728 0.2890 -1.2577  0.02
H: -2.5936 0.0327 2.2626  0.07
H: -1.0053 0.7636 1.7673  0.07
H: -1.1366 -0.6571 2.6852  0.06
H: -1.8572 0.0086 -0.0948  0.12
H: -2.3833 -1.6499 0.3904  0.10
H: -0.1584 -2.5928 0.8506  0.13
H: 0.5142 -1.1559 0.8735  0.08
H: -0.8218 -1.7096 -1.8756  0.12
H: 0.6597 -2.6698 -1.3539  0.11
H: 0.9510 -0.1440 -2.6145  0.11
H: 0.5838 0.4348 -0.9900  0.12
H: 2.5923 -1.5616 -0.6498  0.08
O: -1.9492 4.0472 1.4561  -0.14
H: -2.6829 3.5909 1.9193  0.02
H: -2.3531 5.0115 1.6728  0.11

Values from the calculation:
Net charge ... 0
F_max ... 0.1630 hartree/bohr
HOMO ... -9.62 eV
ΔE to the lowest compared entry with this formula, charge and spin ... 2.570 eV
HOMO-LUMO gap ... 10.29 eV
SMILES string ... CCCCCC=O.O

=====

Q: What is the F_max in the first record?
A: 0.0234 hartree/bohr